# 1
This record from the OMol25 dataset describes a cluster of 4 separate species, C36H46BrNO6S in total. The level of theory is ωB97M-V/def2-TZVPD.

XYZ file:
```
91
Properties=species:S:1:pos:R:3:lowdin_charge:R:1
C -3.53679 1.21186 -4.91220 -0.071
C -4.40669 -0.01018 -4.67046 -0.280
O -3.63302 -1.06274 -4.11714 -0.161
C -4.36109 -1.83281 -3.17037 -0.230
C -3.58918 -3.08839 -2.85081 -0.180
C -3.88999 -3.66875 -1.46346 -0.202
C -3.47919 -2.74549 -0.32105 -0.198
C -3.62795 -3.44232 1.03783 -0.158
C -3.10743 -2.57417 2.16585 -0.177
C -1.82893 -2.80049 2.67101 -0.028
C -1.30799 -2.02415 3.69012 -0.087
C -2.09097 -1.01776 4.22149 -0.451
C -3.38233 -0.78704 3.74823 -0.321
C -3.91410 -1.55942 2.70581 -0.143
C -5.31209 -1.24841 2.23917 -0.023
N -4.20234 0.23233 4.31681 -0.408
Br -4.96503 -0.36524 5.96453 0.745
C -3.52126 1.47490 4.49864 -0.351
C -4.16388 2.63755 4.08493 -0.018
C -3.51653 3.84868 4.26428 -0.061
C -2.24659 3.91024 4.82594 0.001
C -1.60472 2.74670 5.22345 -0.249
O -0.35929 2.72124 5.79944 0.053
C 0.45660 3.81380 5.58144 -0.412
O 0.36454 4.77612 6.28349 0.183
C 1.49090 3.71756 4.52078 -0.138
C 1.34088 4.35843 3.29501 -0.017
C 2.35894 4.31438 2.35613 -0.067
C 3.54479 3.63781 2.61806 -0.076
C 3.67893 2.97351 3.83517 -0.072
C 2.66290 3.01055 4.77886 -0.022
C -2.24488 1.52458 5.05803 -0.373
S -1.48912 0.00610 5.53943 1.057
H -3.08407 1.17691 -5.90184 0.069
H -2.72780 1.27093 -4.18854 0.077
H -4.11957 2.12985 -4.88066 0.070
H -5.25179 0.24801 -4.03057 0.112
H -4.79585 -0.35789 -5.63188 0.117
H -5.32780 -2.10701 -3.61065 0.128
H -4.56540 -1.21652 -2.29128 0.117
H -3.75040 -3.84480 -3.61771 0.116
H -2.51804 -2.87907 -2.86075 0.095
H -3.29966 -4.57917 -1.35792 0.112
H -4.94894 -3.92581 -1.39494 0.119
H -2.42905 -2.47388 -0.43982 0.127
H -4.07097 -1.83386 -0.28911 0.096
H -4.67963 -3.61382 1.25766 0.112
H -3.09377 -4.39023 1.01679 0.114
H -1.24718 -3.59317 2.22178 0.114
H -0.31681 -2.20070 4.07953 0.106
H -5.41579 -0.17680 2.10532 0.083
H -6.04133 -1.59471 2.97070 0.087
H -5.55564 -1.72953 1.29876 0.061
H -5.14909 2.56998 3.65136 0.115
H -4.02768 4.75422 3.97311 0.107
H -1.78439 4.87717 4.95279 0.116
H 0.43762 4.90962 3.07322 0.116
H 2.26255 4.82058 1.40698 0.106
H 4.34209 3.62491 1.89377 0.092
H 4.60392 2.45423 4.04219 0.101
H 2.79405 2.49726 5.72194 0.121
C 4.87749 2.28217 -2.50554 -0.018
C 4.26449 2.01317 -1.15493 -0.485
O 3.71214 2.89226 -0.52917 0.049
C 4.35477 0.61144 -0.60657 -0.015
H 4.70899 3.32820 -2.75726 0.081
H 5.94195 2.08020 -2.49774 0.051
H 4.40344 1.65264 -3.25944 0.091
H 5.39812 0.31982 -0.50471 0.058
H 3.86094 -0.08604 -1.28533 0.089
H 3.86461 0.57407 0.36490 0.079
C -0.31676 -2.82594 -4.91211 -0.024
C 0.68049 -3.59417 -5.74452 -0.506
O 1.80932 -3.20045 -5.91781 0.068
C 0.19611 -4.88871 -6.35498 -0.027
H 0.14333 -1.91841 -4.52820 0.085
H -1.18446 -2.55482 -5.51548 0.086
H -0.64555 -3.44051 -4.07318 0.073
H -0.64919 -4.69662 -7.01760 0.084
H -0.11960 -5.57773 -5.56993 0.083
H 1.00143 -5.34388 -6.92650 0.079
C 9.02916 0.04578 -0.35536 -0.017
C 8.52289 0.48211 -1.70814 -0.483
O 7.34229 0.47368 -1.97660 0.051
C 9.55610 0.93031 -2.71120 -0.018
H 8.19070 -0.25109 0.27050 0.079
H 9.70869 -0.80035 -0.46606 0.087
H 9.56193 0.86654 0.12709 0.088
H 10.25642 0.11888 -2.91428 0.087
H 10.10954 1.78578 -2.32100 0.087
H 9.06354 1.21602 -3.63754 0.083
```

SMILES: CCOCCCCCc1ccc2c(c1C)N(Br)c1cccc(OC(=O)c3ccccc3)c1S2.CC(C)=O.CC(C)=O.CC(C)=O
HOMO-LUMO gap in eV: 7.997
F_max in hartree/bohr: 0.01994
Spin multiplicity: 1
Net charge: 0

# 2
This record from the OMol25 dataset describes a structure of composition C3H8CuO3. The level of theory is ωB97M-V/def2-TZVPD.

XYZ file:
```
15
Properties=species:S:1:pos:R:3:nbo_charge:R:1
H 1.70682 -2.24190 -0.20913 0.578
O 0.90648 -2.53075 1.81845 -0.495
O 0.87545 -1.60921 -0.64930 -0.801
C 1.15605 -0.28661 -1.07225 -0.097
C -0.04852 0.58841 -0.81148 -0.102
O -0.52625 0.27423 0.49750 -0.644
C -1.46535 1.21173 1.02549 -0.257
Cu -0.35513 -1.57917 0.92275 1.329
H 1.42779 -0.27460 -2.13565 0.225
H 2.02046 0.06376 -0.48104 0.202
H -0.84940 0.41171 -1.54492 0.205
H 0.24387 1.64633 -0.85748 0.227
H -1.76900 0.85570 2.01519 0.216
H -0.98370 2.19328 1.11805 0.211
H -2.33957 1.27710 0.36382 0.203
```

HOMO-LUMO gap (alpha / beta) in eV: 11.250 / 8.353
F_max in hartree/bohr: 0.09028
Relative energy (zero: lowest compared OMol25 entry of this formula, charge and spin) in eV: 0.000
Spin multiplicity: 3
Net charge: +1

# 3
This record from the OMol25 dataset describes a cluster of 8 separate species, C4H23NO8S2 in total. The level of theory is ωB97M-V/def2-TZVPD.

XYZ file:
```
38
Properties=species:S:1:pos:R:3:nbo_charge:R:1
S -2.80381 -1.97759 0.81910 -0.169
S -1.81844 -3.19706 -0.47754 0.125
C -0.06346 -3.03543 -0.05601 -0.550
C 0.55684 -1.60848 -0.14735 -0.258
N -0.30097 -0.66006 -0.79029 -0.585
C -0.11825 -0.20659 -1.95217 0.618
C 0.92929 -0.43336 -3.00007 -0.725
O -1.00627 0.70125 -2.42105 -0.693
H -2.84638 -0.68508 0.45374 0.141
H 0.42557 -3.64472 -0.82282 0.221
H 0.18341 -3.49588 0.90034 0.216
H 1.52218 -1.70232 -0.64318 0.179
H 0.92049 -1.32006 0.83750 0.218
H -2.37122 2.21064 0.29223 0.505
H 1.81971 -0.92266 -2.63693 0.259
H 1.15318 0.52071 -3.48306 0.235
H 0.36550 -0.90391 -3.81518 0.238
H 3.39695 0.19277 1.98986 0.468
H 2.26351 1.09573 1.56335 0.512
O 2.60790 0.19410 1.43976 -0.978
H 0.96456 2.17320 3.77199 0.484
H 1.24267 0.72080 4.08857 0.480
O 0.85461 1.28458 3.40681 -0.953
H 3.07657 -0.53096 -0.38883 0.503
H 3.57894 0.59945 -1.39605 0.475
O 3.43798 -0.33634 -1.25987 -0.978
H -1.75754 0.75794 -1.80955 0.512
H -3.24282 2.88667 -0.75102 0.467
O -2.42387 2.37921 -0.66427 -0.972
H 0.63033 4.72934 -0.08274 0.476
H 1.15765 4.43256 -1.46549 0.483
O 1.44997 4.53825 -0.55339 -0.957
H -0.90079 0.45989 1.06063 0.496
H -0.87985 1.09491 2.37862 0.497
O -1.48513 1.00714 1.62011 -0.998
H 2.50014 3.45667 1.37252 0.504
H 3.70041 3.09409 2.34533 0.483
O 2.76225 2.96128 2.16333 -0.979
```

SMILES: C/C(O)=N\CCSS.O.O.O.O.O.O.O
HOMO-LUMO gap in eV: 8.343
F_max in hartree/bohr: 0.02981
Relative energy (zero: lowest compared OMol25 entry of this formula, charge and spin) in eV: 0.000
Spin multiplicity: 1
Net charge: 0

# 4
This record from the OMol25 dataset describes a structure of composition C12H28N4O4Ti. The level of theory is ωB97M-V/def2-TZVPD.

XYZ file:
```
49
Properties=species:S:1:pos:R:3:nbo_charge:R:1
Ti 29.86126 2.35253 0.09222 0.911
C 27.46136 6.22326 -0.37902 -0.706
C 28.00617 4.93082 -0.93795 0.713
O 28.63420 4.17521 -0.19811 -0.727
N 27.75256 4.69538 -2.23176 -0.587
C 28.07124 3.46162 -2.92616 -0.424
H 27.64993 6.21174 0.68878 0.252
H 26.41333 6.39095 -0.62096 0.238
H 28.00162 7.06667 -0.81832 0.237
H 27.11453 5.34075 -2.66478 0.406
H 28.66265 3.63451 -3.82375 0.205
H 27.14324 2.96100 -3.20790 0.216
H 28.58615 2.77463 -2.25381 0.200
C 32.36869 3.11144 3.22452 -0.703
C 31.37285 1.97597 3.14570 0.713
O 30.50180 1.98820 2.25602 -0.753
N 31.49384 0.95320 3.99728 -0.570
C 30.72964 -0.27567 3.93376 -0.424
H 32.45548 3.47345 4.25158 0.234
H 32.06650 3.93709 2.59171 0.248
H 33.32893 2.71333 2.89436 0.240
H 32.03019 1.15576 4.82694 0.404
H 30.15165 -0.41464 4.84567 0.214
H 31.39984 -1.12612 3.80604 0.209
H 30.06351 -0.23595 3.07739 0.239
C 32.18540 -0.37660 -2.97493 -0.716
C 30.97156 0.19995 -2.29546 0.707
O 31.05575 1.15464 -1.50023 -0.738
N 29.77103 -0.31185 -2.59118 -0.583
C 29.50536 -1.47115 -3.43898 -0.421
H 32.31050 -1.42657 -2.72192 0.245
H 33.10554 0.12928 -2.68445 0.241
H 32.11242 -0.16353 -4.04383 0.245
H 28.95926 0.04094 -2.09600 0.412
H 30.39634 -1.96045 -3.81126 0.218
H 28.88425 -1.16486 -4.28405 0.209
H 28.92526 -2.18878 -2.85429 0.215
C 33.72038 3.23648 -1.10411 -0.707
C 32.46727 4.06039 -1.06028 0.707
O 31.60174 3.84434 -0.21438 -0.779
N 32.33261 5.02907 -1.97619 -0.580
C 31.16099 5.88162 -2.14910 -0.416
H 33.53934 2.23149 -1.47999 0.254
H 34.03812 3.13856 -0.06450 0.240
H 34.54247 3.66209 -1.67867 0.222
H 33.12769 5.24810 -2.54838 0.404
H 30.86342 6.33822 -1.20575 0.217
H 30.34353 5.33606 -2.61170 0.205
H 31.49448 6.70179 -2.78300 0.216
```

HOMO-LUMO gap (alpha / beta) in eV: 4.888 / 10.797
F_max in hartree/bohr: 0.02195
Spin multiplicity: 4
Net charge: +1

# 5
This record from the OMol25 dataset describes an isolated molecule of C6H12O. The level of theory is ωB97M-V/def2-TZVPD.

XYZ file:
```
19
Properties=species:S:1:pos:R:3:nbo_charge:R:1
C -1.87937 -2.10022 0.32012 -0.243
O -1.08764 -1.13024 -0.30410 -0.544
C 0.03359 -0.72736 0.44288 -0.044
C 0.54959 0.57033 -0.14068 -0.082
C 0.69255 0.52102 -1.64915 -0.597
C 0.13326 1.86311 0.49742 -0.412
C 1.54218 1.35827 0.66578 -0.419
H -2.30437 -1.73552 1.27037 0.162
H -1.34096 -3.04324 0.51907 0.163
H -2.69620 -2.29246 -0.37498 0.194
H -0.24612 -0.62958 1.50528 0.165
H 0.82508 -1.49233 0.39091 0.163
H -0.27782 0.28684 -2.09553 0.228
H 1.40002 -0.26117 -1.95275 0.206
H 1.04369 1.47659 -2.05612 0.206
H -0.52187 1.82879 1.36461 0.212
H -0.03459 2.71162 -0.15980 0.213
H 1.83295 0.98627 1.64617 0.212
H 2.34040 1.86785 0.13088 0.215
```

SMILES: COCC1(C)CC1
HOMO-LUMO gap in eV: 10.797
F_max in hartree/bohr: 0.00664
Relative energy (zero: lowest compared OMol25 entry of this formula, charge and spin) in eV: 1.530
Spin multiplicity: 1
Net charge: 0

# 6
This record from the OMol25 dataset describes the ion C25H39FN3O3S with charge +1. The level of theory is ωB97M-V/def2-TZVPD.

XYZ file:
```
72
Properties=species:S:1:pos:R:3:lowdin_charge:R:1
C -0.89305 0.86103 4.34662 0.052
C -1.61215 1.32354 3.29668 -0.151
C -2.06801 0.42033 2.18749 -0.105
C -1.06674 0.40736 1.01950 -0.263
O 0.26053 0.30445 1.64382 0.037
C 1.01910 1.33896 1.48734 -0.333
N 1.66106 2.28974 1.37362 0.224
C -1.22421 1.55695 0.02116 -0.189
N -2.58659 1.80926 -0.43538 0.115
C -3.16123 2.94176 -0.26120 -0.346
C -3.94862 3.50957 -1.40035 -0.011
C -3.10818 3.73049 1.01740 0.005
N -0.58242 0.96845 -1.17140 0.249
C -0.55183 -0.31080 -1.17187 -0.036
C 0.12155 -0.93329 -2.39421 -0.283
C 0.09052 -2.43639 -2.60399 -0.026
F 1.42569 -0.45527 -2.39850 0.011
C -1.14148 -0.87938 0.09883 -0.304
C -0.41298 -2.08703 0.72431 -0.103
C 1.09395 -2.24340 0.43451 -0.156
C 1.94759 -2.25059 1.73178 -0.181
C 3.27450 -1.47796 1.57481 -0.188
C 4.46818 -2.39888 1.25570 -0.157
C 5.50254 -1.74377 0.35440 -0.160
O 5.71422 -0.37876 0.77790 -0.035
C 5.83261 0.49517 -0.27101 -0.495
O 6.89564 0.78024 -0.73447 0.172
C 4.56775 1.09557 -0.79962 -0.088
C 4.27401 2.36409 -0.58037 0.020
C -2.64394 -1.25137 -0.05176 -0.394
S -3.04201 -2.29109 -1.48135 0.937
C -4.17741 -1.21037 -2.40600 -0.494
C -3.48176 -0.39600 -3.50471 -0.152
H 0.06160 1.31280 4.60657 0.076
H -1.22694 0.03081 4.96591 0.076
H -1.89504 2.37435 3.29909 0.095
H -3.06492 0.64648 1.80336 0.118
H -2.12590 -0.59894 2.58623 0.131
H -0.81853 2.53135 0.28840 0.154
H -4.38486 2.71857 -2.01017 0.081
H -3.26269 4.07878 -2.03304 0.103
H -4.74923 4.17284 -1.07854 0.084
H -2.12526 4.21743 1.09425 0.107
H -3.84835 4.52408 1.03658 0.090
H -3.19495 3.07707 1.87944 0.064
H -0.21144 1.55840 -1.90833 0.200
H -0.37101 -0.46043 -3.24965 0.147
H -0.49827 -2.68251 -3.48320 0.085
H 1.11092 -2.77080 -2.79301 0.103
H -0.29657 -2.99718 -1.76259 0.045
H -0.92977 -2.98680 0.38159 0.115
H -0.60293 -2.04362 1.79798 0.126
H 1.49189 -1.42856 -0.17039 0.096
H 1.25747 -3.21259 -0.03285 0.116
H 1.39619 -1.78155 2.54798 0.096
H 2.17143 -3.27295 2.04097 0.115
H 3.17186 -0.68603 0.82858 0.087
H 3.48363 -0.97730 2.52097 0.119
H 4.92862 -2.72524 2.18872 0.121
H 4.07812 -3.29350 0.76159 0.114
H 5.13612 -1.72605 -0.67608 0.128
H 6.45832 -2.26208 0.41865 0.131
H 3.89754 0.48498 -1.39579 0.095
H 4.82426 2.96911 0.12799 0.080
H 3.46451 2.84456 -1.11360 0.054
H -2.91612 -1.79596 0.85127 0.092
H -3.28180 -0.37552 -0.10690 0.061
H -4.61907 -0.52428 -1.68568 0.066
H -4.93908 -1.84370 -2.85377 0.073
H -2.70016 -0.97222 -3.99753 0.057
H -4.22715 -0.11682 -4.25259 0.078
H -3.08929 0.54041 -3.10210 0.047
```

SMILES: C=CC[C@]1(OC#N)[C@H](N=C(C)C)[NH+]=C([C@H](C)F)[C@]1(CCCCCCOC(=O)C=C)CSCC
HOMO-LUMO gap in eV: 7.324
F_max in hartree/bohr: 0.03461
Spin multiplicity: 1
Net charge: +1